(1)
{
  "formula": "C36H59F10NO16P2S",
  "method": "ωB97M-V with the def2-TZVPD basis set",
  "smiles": "CP(O)c1c(C(F)(F)C(F)(F)C(F)(F)F)ccc2c1N(CC(=O)c1ccccc1)c1c(COC(F)(F)F)cc(P(=O)(O)O)cc1S2.CO.CO.CO.CO.CO.CO.CO.CO.CO.CO",
  "mol_weight_g_mol": 1045.85,
  "homo_ev": -8.125,
  "spin_multiplicity": 1,
  "energy_ev": -129126.137,
  "e_lumo_ev": -0.2,
  "elements": ["C", "P", "O", "C", "C", "C", "F", "F", "C", "F", "F", "C", "F", "F", "F", "C", "C", "C", "C", "N", "C", "C", "O", "C", "C", "C", "C", "C", "C", "C", "C", "C", "O", "C", "F", "F", "F", "C", "C", "P", "O", "O", "O", "C", "C", "S", "H", "H", "H", "H", "H", "H", "H", "H", "H", "H", "H", "H", "H", "H", "H", "H", "H", "H", "H", "C", "O", "H", "H", "H", "H", "C", "O", "H", "H", "H", "H", "C", "O", "H", "H", "H", "H", "C", "O", "H", "H", "H", "H", "C", "O", "H", "H", "H", "H", "C", "O", "H", "H", "H", "H", "C", "O", "H", "H", "H", "H", "C", "O", "H", "H", "H", "H", "C", "O", "H", "H", "H", "H", "C", "O", "H", "H", "H", "H"],
  "coordinates": [[3.1559, 1.2747, -2.3540], [2.2497, 0.0081, -1.3853], [3.1572, -1.3763, -1.6128], [2.5051, 0.3704, 0.4246], [3.7085, 0.6799, 1.0952], [5.0569, 0.8416, 0.4144], [6.0237, 0.4161, 1.2689], [5.2101, 0.1168, -0.6983], [5.3884, 2.3582, 0.1497], [5.9671, 2.8313, 1.2708], [4.2884, 3.0831, -0.0433], [6.4049, 2.6259, -1.0000], [7.3040, 1.6774, -1.1057], [7.0436, 3.7701, -0.7457], [5.7733, 2.7958, -2.1587], [3.7322, 0.9034, 2.4688], [2.5684, 0.8365, 3.2154], [1.3881, 0.5328, 2.5742], [1.3289, 0.2948, 1.1928], [0.0572, 0.0316, 0.6357], [-0.2541, -1.2486, 0.0398], [0.3988, -2.4445, 0.6904], [0.9805, -2.3907, 1.7417], [0.3022, -3.7401, -0.0466], [-0.7819, -4.0099, -0.8857], [-0.8907, -5.2236, -1.5575], [0.1046, -6.1796, -1.3794], [1.1795, -5.9156, -0.5363], [1.2885, -4.7058, 0.1331], [-0.9818, 0.9219, 0.9764], [-1.7801, 1.5513, 0.0076], [-1.5428, 1.3573, -1.4634], [-0.3520, 2.0306, -1.8984], [-0.4420, 3.3344, -2.2171], [-1.5911, 3.8980, -1.8694], [0.5415, 4.0058, -1.6161], [-0.2873, 3.5041, -3.5250], [-2.7833, 2.4088, 0.4380], [-2.9916, 2.6985, 1.7833], [-4.2434, 3.8823, 2.2914], [-3.6383, 5.2069, 2.4613], [-5.3684, 3.9438, 1.1581], [-4.8816, 3.3929, 3.6768], [-2.1826, 2.1058, 2.7465], [-1.1943, 1.2220, 2.3248], [-0.1223, 0.4353, 3.4926], [4.1667, 0.9545, -2.5890], [3.1085, 2.2537, -1.8898], [2.6064, 1.3413, -3.2886], [3.3047, -1.7927, -0.7559], [4.6494, 1.1417, 2.9784], [2.5517, 1.0238, 4.2762], [-1.3326, -1.4048, 0.0715], [0.0089, -1.2768, -1.0215], [-1.5674, -3.2838, -1.0323], [-1.7380, -5.4027, -2.1953], [0.0114, -7.1144, -1.9085], [1.9382, -6.6742, -0.4140], [2.1203, -4.5163, 0.7933], [-2.4155, 1.6241, -2.0516], [-1.3472, 0.3085, -1.6472], [-3.4080, 2.9062, -0.2912], [-5.7093, 3.0478, 0.9946], [-4.8413, 2.4276, 3.7403], [-2.2635, 2.3033, 3.8043], [0.6663, 3.9906, 4.7496], [-0.5670, 3.3901, 5.1510], [0.7234, 3.9293, 3.6657], [0.6966, 5.0339, 5.0467], [1.5153, 3.4519, 5.1859], [-0.6258, 3.4459, 6.1079], [-4.9062, -0.4903, 1.4997], [-5.3521, 0.7838, 1.0369], [-4.4927, -0.3544, 2.4958], [-5.7358, -1.1986, 1.5512], [-4.1257, -0.8864, 0.8457], [-5.7150, 0.6674, 0.1538], [5.7144, 6.3279, -3.4222], [4.9505, 5.1510, -3.6509], [5.3141, 7.1108, -4.0616], [5.6378, 6.6510, -2.3801], [6.7668, 6.1702, -3.6754], [5.3037, 4.4580, -3.0858], [3.9611, -7.0745, 2.3173], [4.0352, -6.1797, 1.2101], [2.9155, -7.1553, 2.6028], [4.3325, -8.0662, 2.0461], [4.5322, -6.6940, 3.1675], [4.9578, -6.1023, 0.9539], [-7.6552, 5.8898, -0.7686], [-8.8045, 5.1500, -0.3465], [-7.5900, 5.8150, -1.8510], [-7.7522, 6.9406, -0.4897], [-6.7455, 5.4819, -0.3257], [-8.8634, 5.2179, 0.6099], [-1.6721, 7.1513, 4.3560], [-0.3259, 6.8110, 4.0126], [-1.9226, 6.6080, 5.2639], [-1.7639, 8.2250, 4.5468], [-2.3642, 6.8539, 3.5689], [-0.1008, 7.2866, 3.2091], [-4.2383, -4.5397, 0.0529], [-4.0410, -5.2118, -1.1862], [-3.2713, -4.4689, 0.5451], [-4.6323, -3.5312, -0.1074], [-4.9235, -5.0964, 0.6970], [-4.8946, -5.2796, -1.6224], [2.6613, -8.3471, -3.3239], [2.1761, -7.1699, -3.9690], [3.0066, -8.0619, -2.3327], [1.8631, -9.0893, -3.2224], [3.4949, -8.7775, -3.8766], [1.8747, -7.4222, -4.8452], [-9.2407, 2.2424, -2.7710], [-9.7578, 3.5414, -2.5436], [-9.5951, 1.9063, -3.7430], [-8.1449, 2.2489, -2.7818], [-9.5894, 1.5377, -2.0087], [-9.4423, 3.8403, -1.6802], [7.1064, -9.1009, -3.7058], [5.8173, -9.0902, -3.0984], [7.0359, -9.6928, -4.6144], [7.4250, -8.0886, -3.9665], [7.8488, -9.5550, -3.0446], [5.8776, -8.5660, -2.2957]],
  "atomic_forces_ev_per_a": [[0.0, -0.5, -0.1], [-0.7, -0.1, -0.3], [0.0, 0.3, 0.2], [0.2, 0.2, -0.2], [-0.1, -0.2, 0.1], [-0.3, 0.3, 0.7], [0.3, -0.2, 0.0], [-0.1, 0.0, -0.4], [0.6, -0.4, 0.3], [0.1, 0.1, 0.2], [-0.4, 0.1, -0.4], [-0.2, 0.8, 0.4], [0.3, -0.5, -0.1], [0.1, 0.2, 0.0], [-0.1, -0.4, -0.4], [-0.1, 0.0, 0.0], [-0.2, 0.0, -0.4], [-0.6, 0.1, -0.2], [0.6, 0.2, 0.3], [0.0, -0.2, -0.1], [-0.1, 0.3, -0.4], [-0.1, -0.7, -0.1], [0.4, 0.3, 0.4], [-0.4, 0.0, -0.3], [0.1, -0.2, -0.2], [0.5, 0.2, 0.4], [-0.3, 0.4, 0.1], [0.0, -0.2, -0.2], [-0.3, -0.1, -0.1], [-0.2, 0.2, 0.1], [-0.2, 0.2, 0.3], [0.1, -0.6, 0.4], [-0.2, 0.0, 0.0], [0.6, -0.2, 0.2], [-0.6, 0.2, 0.1], [0.2, 0.1, 0.1], [0.0, 0.1, -0.6], [-0.1, 0.1, 0.1], [-0.5, -0.6, 0.2], [1.3, 1.8, 0.1], [-0.4, 0.0, 0.0], [-0.1, -0.9, 0.2], [0.0, -0.8, -0.5], [0.3, -0.3, -0.4], [0.4, -0.1, 0.0], [0.1, 0.0, 0.1], [0.1, 0.2, 0.1], [0.1, 0.1, 0.1], [-0.1, 0.0, -0.1], [0.2, -0.2, -0.1], [0.2, 0.0, -0.1], [0.1, 0.0, 0.2], [-0.2, 0.0, 0.2], [0.1, 0.0, -0.1], [-0.1, 0.2, 0.0], [-0.1, -0.1, -0.1], [0.2, -0.2, 0.0], [0.2, 0.1, 0.1], [0.1, 0.0, 0.0], [0.0, 0.3, -0.1], [0.2, -0.1, -0.3], [0.0, 0.0, -0.1], [-0.1, 0.1, -0.1], [-0.2, 0.1, 0.2], [-0.1, 0.2, 0.1], [0.0, -0.2, 0.3], [0.0, 0.0, 0.0], [0.0, 0.0, 0.0], [0.1, 0.1, -0.1], [0.0, 0.0, -0.1], [0.0, 0.0, 0.0], [0.0, 0.1, -0.1], [-0.2, 0.1, 0.0], [0.0, 0.0, 0.0], [0.0, 0.0, 0.0], [0.0, 0.0, 0.1], [0.0, 0.0, 0.0], [0.0, -0.2, 0.1], [0.0, 0.1, 0.0], [0.0, 0.0, 0.0], [0.0, 0.1, 0.0], [0.0, 0.1, 0.0], [-0.1, 0.1, -0.1], [0.1, 0.1, -0.1], [0.0, -0.1, 0.1], [0.0, 0.0, 0.0], [0.0, 0.0, 0.1], [0.0, -0.1, 0.0], [0.0, 0.1, 0.0], [0.0, 0.0, 0.1], [0.1, -0.1, -0.1], [-0.1, 0.0, 0.0], [0.0, 0.0, -0.1], [0.0, 0.0, 0.0], [0.0, 0.0, 0.0], [0.1, 0.1, -0.2], [-0.1, 0.2, 0.1], [0.0, 0.0, 0.0], [0.0, 0.0, 0.1], [-0.1, 0.0, 0.1], [0.0, 0.0, 0.0], [-0.1, -0.1, -0.2], [0.0, 0.1, 0.1], [0.0, 0.0, 0.0], [0.0, 0.0, 0.1], [0.0, 0.1, 0.1], [0.0, 0.0, 0.0], [-0.2, 0.1, -0.3], [0.0, 0.0, 0.2], [0.0, 0.1, 0.0], [0.1, 0.0, 0.1], [0.1, -0.1, 0.1], [0.0, 0.0, 0.0], [-0.1, 0.3, 0.1], [0.1, -0.3, -0.1], [0.0, 0.0, 0.0], [0.0, -0.1, 0.0], [0.0, -0.1, 0.0], [-0.1, 0.3, 0.0], [-0.1, 0.1, 0.2], [0.2, -0.1, -0.1], [0.0, 0.0, 0.0], [0.1, 0.0, 0.0], [0.1, 0.0, -0.1], [-0.1, 0.0, 0.0]],
  "lowdin_charge": [-0.241, 0.983, -0.298, -0.168, -0.103, -0.403, 0.113, 0.120, -0.348, 0.149, 0.164, -0.555, 0.214, 0.178, 0.158, -0.002, -0.058, -0.423, -0.236, -0.055, -0.126, -0.327, 0.123, -0.151, -0.040, -0.064, -0.061, -0.060, -0.010, -0.168, -0.106, -0.087, 0.038, -0.742, 0.179, 0.172, 0.177, -0.027, -0.230, 0.448, -0.251, -0.121, -0.102, -0.068, -0.402, 1.077, 0.033, 0.035, 0.037, 0.045, 0.122, 0.109, 0.134, 0.079, 0.102, 0.092, 0.099, 0.088, 0.104, 0.137, 0.113, 0.118, 0.063, 0.078, 0.098, -0.145, -0.151, 0.082, 0.057, 0.072, 0.077, -0.124, -0.136, 0.082, 0.081, 0.070, 0.088, -0.160, -0.123, 0.076, 0.076, 0.076, 0.029, -0.146, -0.135, 0.079, 0.075, 0.077, 0.076, -0.123, -0.136, 0.083, 0.082, 0.059, 0.085, -0.140, -0.142, 0.078, 0.073, 0.049, 0.076, -0.152, -0.126, 0.071, 0.066, 0.080, 0.078, -0.159, -0.127, 0.066, 0.077, 0.059, 0.071, -0.174, -0.129, 0.074, 0.069, 0.072, 0.029, -0.151, -0.134, 0.077, 0.077, 0.075, 0.072]
}



(2)
{
  "formula": "C5H6N2O2",
  "method": "ωB97M-V with the def2-TZVPD basis set",
  "smiles": "c1cocn1.CN=C=O",
  "mol_weight_g_mol": 126.11,
  "homo_ev": -9.871,
  "de_lowest_kcal_mol": 37.6,
  "spin_multiplicity": 1,
  "energy_ev": -12355.990,
  "e_lumo_ev": 0.7,
  "elements": ["C", "C", "C", "C", "C", "N", "N", "O", "O", "H", "H", "H", "H", "H", "H"],
  "coordinates": [[-1.5721, 1.3552, -0.2835], [-1.0591, 1.6681, -1.4984], [-1.1827, -0.4737, -1.3085], [2.6911, -0.3021, 0.3558], [0.7124, -1.1801, 1.6702], [-1.5443, -0.0282, -0.1650], [1.9190, -1.0903, 0.8600], [3.5686, 0.2168, -0.2100], [-0.8552, 0.5232, -2.1654], [-1.8585, 1.9706, 0.6625], [-1.2146, 2.5850, -2.0916], [-0.9633, -1.4765, -1.6420], [-0.2144, -0.8616, 1.2096], [0.6045, -2.2165, 1.9868], [0.9685, -0.6901, 2.6195]],
  "atomic_forces_ev_per_a": [[0.3, 0.6, 2.3], [-1.9, 1.5, -0.1], [0.9, 0.7, -0.2], [-1.0, -2.0, 0.6], [1.3, -0.4, 1.2], [-0.9, -0.3, 0.4], [0.1, 1.0, -0.8], [0.2, 0.8, -0.1], [0.2, -0.7, -0.9], [0.6, -1.0, -2.3], [0.8, -0.7, 0.4], [-0.2, 0.0, 0.1], [0.3, 0.3, -0.1], [0.0, -0.2, -0.4], [-0.6, 0.4, -0.2]],
  "lowdin_charge": [-0.118, -0.129, -0.189, -0.344, -0.091, 0.041, 0.068, 0.135, 0.020, 0.144, 0.133, 0.140, 0.031, 0.072, 0.084]
}



(3)
{
  "formula": "CH4N4O",
  "method": "ωB97M-V with the def2-TZVPD basis set",
  "mol_weight_g_mol": 88.07,
  "homo_ev": -8.878,
  "de_lowest_kcal_mol": 116.3,
  "spin_multiplicity": 1,
  "energy_ev": -9103.149,
  "e_lumo_ev": -0.3,
  "elements": ["C", "N", "N", "N", "N", "O", "H", "H", "H", "H"],
  "coordinates": [[-0.5307, -0.3846, 1.2527], [-0.5180, 1.1480, -0.4288], [0.0219, 1.6155, -2.0313], [0.9876, -0.5563, -0.5261], [0.0760, 0.1282, 0.0015], [0.3870, 0.7271, -2.7107], [0.4134, -0.6599, 1.7673], [-1.0618, 0.4055, 1.5857], [-1.3062, -1.2120, 1.1079], [1.5309, -1.2115, -0.0181]],
  "atomic_forces_ev_per_a": [[1.4, -2.7, -0.8], [0.3, 1.3, -2.6], [0.4, -2.5, 0.1], [1.1, 1.4, -2.8], [-0.5, -2.2, 0.6], [-1.1, 2.2, 1.7], [-1.3, -0.1, 0.7], [-1.4, 2.5, 2.0], [1.6, 0.8, -0.3], [-0.6, -0.6, 1.5]],
  "lowdin_charge": [-0.007, 0.056, 0.039, 0.079, -0.451, -0.011, 0.101, 0.026, 0.123, 0.044]
}



(4)
{
  "formula": "C6H10O",
  "method": "ωB97M-V with the def2-TZVPD basis set",
  "smiles": "C=CC1CC1.C=O",
  "mol_weight_g_mol": 98.14,
  "homo_ev": -9.280,
  "de_lowest_kcal_mol": 47.4,
  "spin_multiplicity": 1,
  "energy_ev": -8429.187,
  "e_lumo_ev": 1.0,
  "elements": ["C", "C", "C", "C", "C", "C", "O", "H", "H", "H", "H", "H", "H", "H", "H", "H", "H"],
  "coordinates": [[1.0212, 0.2922, 1.3174], [2.1006, 0.0388, 0.3179], [0.9763, 0.9763, -0.0335], [-0.0440, 0.6053, -1.0493], [-0.2963, -0.6197, -1.5105], [-2.5639, -0.6098, 0.4562], [-2.2530, -0.2823, 1.5742], [0.2869, -0.4855, 1.5032], [1.2552, 0.9091, 2.1804], [3.0824, 0.4696, 0.4872], [2.1190, -0.9241, -0.1851], [1.2165, 2.0360, -0.0157], [-0.6385, 1.4343, -1.4345], [-1.0775, -0.7965, -2.2450], [0.2592, -1.4945, -1.1777], [-3.0144, 0.0963, -0.2706], [-2.4299, -1.6453, 0.0851]],
  "atomic_forces_ev_per_a": [[-0.1, 0.0, 0.2], [0.2, -0.1, -0.1], [0.0, 0.1, -0.1], [0.0, -0.1, 0.0], [0.1, 0.1, 0.0], [0.1, 0.1, 0.3], [-0.2, -0.2, -0.5], [0.1, 0.1, -0.1], [-0.1, -0.1, -0.1], [-0.2, 0.0, 0.0], [0.0, 0.2, 0.1], [0.0, -0.2, 0.0], [0.1, -0.1, 0.1], [0.1, 0.1, 0.1], [-0.1, 0.1, 0.0], [0.1, 0.0, 0.2], [0.0, 0.1, 0.1]],
  "lowdin_charge": [-0.112, -0.125, -0.288, -0.155, -0.029, -0.173, -0.017, 0.089, 0.102, 0.099, 0.092, 0.128, 0.103, 0.059, 0.062, 0.084, 0.081]
}



(5)
{
  "formula": "C4H9N2O2",
  "method": "ωB97M-V with the def2-TZVPD basis set",
  "mol_weight_g_mol": 117.13,
  "homo_ev": -3.575,
  "de_lowest_kcal_mol": 82.7,
  "spin_multiplicity": 1,
  "energy_ev": -11367.578,
  "total_charge": -1,
  "e_lumo_ev": 3.9,
  "elements": ["O", "C", "N", "C", "O", "C", "C", "N", "H", "H", "H", "H", "H", "H", "H", "H", "H"],
  "coordinates": [[-0.8807, -1.8561, -1.2493], [-0.6201, -1.0779, -0.2940], [-0.2004, -1.4346, 0.9477], [2.5305, 0.4560, 1.2853], [2.6200, 1.5699, 1.7606], [-0.7418, 0.4531, -0.4783], [-2.1451, 0.8323, 0.1040], [-0.4279, 0.8707, -1.9400], [-0.1451, -2.4287, 1.2218], [1.6300, 0.1708, 0.5034], [3.2726, -0.1827, 1.4021], [-0.1489, 1.1440, 0.1352], [-2.2167, 1.7724, -0.2476], [-3.1239, 0.3176, -0.3474], [-2.2567, 0.5939, 1.1132], [0.3797, 0.4841, -2.1696], [-1.0492, 0.3842, -2.4575]],
  "atomic_forces_ev_per_a": [[-0.3, 0.9, -0.2], [1.8, -2.2, 2.1], [-0.3, 1.4, -0.5], [-5.3, 3.9, -3.1], [-0.2, -0.6, 0.1], [-0.5, -0.4, -0.8], [-1.5, -3.5, -3.4], [-3.4, 3.6, 4.9], [-0.4, 0.5, -1.2], [2.0, 0.4, 2.2], [3.5, -3.7, 0.9], [0.6, -0.9, 0.0], [-0.8, 3.9, -0.1], [2.3, 0.5, 0.3], [0.5, 0.3, 1.7], [4.8, -2.1, -0.9], [-2.7, -1.9, -2.2]],
  "lowdin_charge": [-0.124, -0.685, 0.001, -0.130, -0.051, -0.334, -0.079, 0.068, -0.015, 0.096, 0.011, 0.102, 0.007, 0.114, 0.039, -0.015, -0.003]
}



Which formula does entry 5 have?
C4H9N2O2